# 1
This record from the Open Molecules 2025 dataset describes the ion CH3N2O2 with charge -1 in a non-equilibrium geometry. The level of theory is ωB97M-V/def2-TZVPD.

Last column: Löwdin charge in e.
Cartesian coordinates (Å):
C  0.55  0.18  -0.09  -0.355
N  -0.13  -0.06  -1.29  -0.253
N  -0.52  0.13  0.99  -0.172
O  -0.90  1.28  1.50  -0.218
O  -0.28  -1.34  -1.57  -0.326
H  1.31  -0.75  0.06  0.114
H  1.18  1.10  -0.11  0.089
H  -1.20  -0.53  0.51  0.121

As for the HOMO energy (alpha / beta): -2.09 / -2.83 eV. As for the orbital gap (alpha / beta): 6.75 / 7.71 eV. The net charge is -1. The structure (SMILES) is O=NCN[O-].

# 2
This record from the Open Molecules 2025 dataset describes the ion CH3N2O2 with charge +1 in a non-equilibrium geometry. The level of theory is ωB97M-V/def2-TZVPD.

Last column: Löwdin charge in e.
Cartesian coordinates (Å):
C  0.08  -0.55  0.32  0.103
N  1.08  0.15  0.30  0.295
N  -1.13  0.11  -0.37  -0.319
O  -0.79  1.20  -0.79  0.118
O  -2.17  -0.46  -0.41  0.213
H  -0.02  -1.66  0.62  0.214
H  2.10  0.14  0.46  0.208
H  0.84  1.08  -0.12  0.166

As for the HOMO energy: -17.65 eV. As for the orbital gap: 10.32 eV. The net charge is +1. The structure (SMILES) is [NH2+]=C[N+](=O)[O-].

# 3
This record from the Open Molecules 2025 dataset describes the ion CH3N2O2 with charge +1 in a non-equilibrium geometry. The level of theory is ωB97M-V/def2-TZVPD.

Last column: Löwdin charge in e.
Cartesian coordinates (Å):
C  0.74  0.03  -0.04  -0.082
N  -0.04  1.03  -0.14  0.183
N  0.18  -1.13  0.07  0.270
O  -1.36  0.59  0.25  0.003
O  -1.45  -0.71  -0.17  0.068
H  1.77  0.21  -0.08  0.176
H  -0.06  1.97  -0.49  0.200
H  0.22  -1.99  0.60  0.182

As for the HOMO energy: -16.03 eV. As for the orbital gap: 9.97 eV. The net charge is +1. The structure (SMILES) is C1=[NH+]OON1.

# 4
This record from the Open Molecules 2025 dataset describes a cluster of 2 separate species, CH3N2O2S in total in a non-equilibrium geometry. The level of theory is ωB97M-V/def2-TZVPD.

Last column: Löwdin charge in e.
Cartesian coordinates (Å):
C  -0.50  -0.80  0.38  -0.318
N  0.52  -0.49  -0.54  -0.103
N  -0.25  0.53  0.16  -0.101
O  -4.39  0.11  1.16  -0.630
O  -3.87  0.56  -1.22  -0.624
S  -3.69  -0.34  -0.07  0.596
H  -0.17  -1.16  1.35  0.047
H  1.51  -0.39  -0.21  0.078
H  -1.01  0.74  -0.51  0.055

As for the HOMO energy (alpha / beta): -4.14 / -1.70 eV. As for the orbital gap (alpha / beta): 8.32 / 5.21 eV. The net charge is -1.

# 5
This record from the Open Molecules 2025 dataset describes a cluster of 2 separate species, CH3N2O2S in total in a non-equilibrium geometry. The level of theory is ωB97M-V/def2-TZVPD.

Last column: Löwdin charge in e.
Cartesian coordinates (Å):
C  -1.20  -2.79  -0.90  0.031
N  -1.01  -1.73  -0.45  0.073
N  0.34  0.76  0.00  0.003
O  -0.16  2.60  1.51  -0.121
O  2.23  2.21  0.63  -0.124
S  0.85  2.07  0.73  0.906
H  -1.33  -3.78  -0.98  0.032
H  -0.67  0.50  -0.02  0.110
H  0.94  0.17  -0.52  0.089

As for the HOMO energy: -16.77 eV. As for the orbital gap: 9.78 eV. The net charge is +1.

# 6
This record from the Open Molecules 2025 dataset describes a cluster of 2 separate species, CH3N2O3S in total in a non-equilibrium geometry. The level of theory is ωB97M-V/def2-TZVPD.

Last column: Löwdin charge in e.
Cartesian coordinates (Å):
C  0.87  -0.77  -0.25  -0.308
N  0.25  -1.80  -0.21  0.056
N  -1.91  2.08  -0.28  0.097
O  2.34  -0.88  1.94  -0.421
O  3.08  -2.10  0.02  -0.406
O  3.42  0.23  -0.10  -0.376
S  2.62  -0.80  0.47  0.370
H  0.58  0.18  -0.59  0.038
H  0.84  -2.47  0.27  0.039
H  -1.16  2.01  0.44  -0.090

As for the HOMO energy (alpha / beta): -5.06 / -5.06 eV. As for the orbital gap (alpha / beta): 6.22 / 6.18 eV. The net charge is -1.

# 7
This record from the Open Molecules 2025 dataset describes a structure of composition CH3N2O4S in a non-equilibrium geometry. The level of theory is ωB97M-V/def2-TZVPD.

Last column: Löwdin charge in e.
Cartesian coordinates (Å):
C  -0.38  0.57  0.05  -0.596
N  -0.56  0.27  -1.18  0.205
N  -0.88  1.57  0.72  0.248
O  1.80  -2.00  0.78  -0.058
O  -0.11  -2.13  -0.83  -0.072
O  0.41  -0.23  0.72  0.011
O  2.42  -1.35  -0.34  0.003
S  0.80  -1.36  -0.18  0.880
H  -1.12  0.78  -1.75  0.081
H  -1.36  2.22  0.23  0.093
H  -1.02  1.65  1.79  0.206

As for the HOMO energy: -15.43 eV. As for the orbital gap: 9.10 eV. The net charge is +1.

# 8
This record from the Open Molecules 2025 dataset describes an isolated molecule of CH3N2OP in a non-equilibrium geometry. The level of theory is ωB97M-V/def2-TZVPD.

Last column: Löwdin charge in e.
Cartesian coordinates (Å):
C  0.56  -0.39  -1.04  -0.250
N  -0.42  -0.64  -0.01  -0.392
N  0.88  -1.08  0.17  -0.065
O  -2.43  -1.50  1.56  -0.483
P  -1.97  -1.91  0.25  0.944
H  0.57  -0.78  -2.01  0.075
H  0.76  0.61  -1.10  0.058
H  -0.70  0.19  0.57  0.114

As for the HOMO energy (alpha / beta): -7.57 / -7.57 eV. As for the orbital gap (alpha / beta): 6.18 / 6.17 eV.

# 9
This record from the Open Molecules 2025 dataset describes a cluster of 2 separate species, CH3N2OP in total in a non-equilibrium geometry. The level of theory is ωB97M-V/def2-TZVPD.

Last column: Löwdin charge in e.
Cartesian coordinates (Å):
C  -1.24  0.11  0.27  -0.041
N  -0.58  -0.90  -0.12  -0.236
N  0.00  -1.85  -0.27  0.180
O  2.16  1.02  -0.09  -0.597
P  2.90  -0.12  0.52  0.756
H  -1.64  0.60  -0.56  0.051
H  -0.97  0.38  1.24  0.056
H  3.80  -0.47  -0.47  -0.168

As for the HOMO energy: -8.68 eV. As for the orbital gap: 7.68 eV.

# 10
This record from the Open Molecules 2025 dataset describes an isolated molecule of CH3N2OP in a non-equilibrium geometry. The level of theory is ωB97M-V/def2-TZVPD.

Last column: Löwdin spin population.
Cartesian coordinates (Å):
C  -0.27  -0.74  -0.50  0.064
N  0.21  -0.14  0.76  0.126
N  -1.17  -0.58  0.62  0.789
O  0.49  1.86  -0.89  0.328
P  0.21  1.86  0.53  0.633
H  -0.37  0.09  -1.38  0.018
H  0.14  -1.72  -0.64  0.016
H  0.76  -0.63  1.49  0.026

As for the HOMO energy (alpha / beta): -6.33 / -10.33 eV. Its spin multiplicity is 3. As for the orbital gap (alpha / beta): 7.05 / 8.71 eV.

# 11
This record from the Open Molecules 2025 dataset describes an isolated molecule of CH3N2PS in a non-equilibrium geometry. The level of theory is ωB97M-V/def2-TZVPD.

Last column: Löwdin charge in e.
Cartesian coordinates (Å):
C  0.98  0.72  0.96  -0.035
N  1.08  0.05  -0.09  -0.157
N  0.50  -0.89  -0.67  -0.294
P  -1.14  -1.00  -0.73  0.332
S  -2.15  0.60  -0.30  0.076
H  0.33  0.45  1.79  0.071
H  1.64  1.57  1.08  0.070
H  -1.25  -1.49  -2.03  -0.062

As for the HOMO energy (alpha / beta): -8.54 / -8.50 eV. As for the orbital gap (alpha / beta): 7.01 / 7.20 eV. The structure (SMILES) is C=NN=[PH]=S.

# 12
This record from the Open Molecules 2025 dataset describes the ion CH3N2S2 with charge +1 in a non-equilibrium geometry. The level of theory is ωB97M-V/def2-TZVPD.

Last column: Löwdin charge in e.
Cartesian coordinates (Å):
C  0.09  -0.03  -0.19  -0.228
N  1.45  0.63  0.24  -0.464
N  0.31  -0.49  -1.57  -0.367
S  2.04  1.66  -0.92  0.757
S  1.16  0.36  -2.39  0.914
H  -0.25  -0.84  0.46  0.141
H  2.11  -0.14  0.57  0.119
H  -0.47  0.91  -0.40  0.127

As for the HOMO energy (alpha / beta): -15.11 / -15.11 eV. As for the orbital gap (alpha / beta): 7.71 / 7.71 eV. The net charge is +1.

# 13
This record from the Open Molecules 2025 dataset describes an isolated molecule of CH3N3 in a non-equilibrium geometry. The level of theory is ωB97M-V/def2-TZVPD.

Last column: Löwdin charge in e.
Cartesian coordinates (Å):
C  -1.75  -0.01  -0.01  0.048
N  2.12  0.09  0.11  0.063
N  -0.12  0.11  -0.19  0.052
N  0.98  -0.28  -0.16  -0.168
H  -2.16  0.81  -0.55  -0.026
H  -1.93  -0.21  1.03  -0.023
H  2.86  -0.52  -0.24  0.054

As for the HOMO energy (alpha / beta): -8.24 / -8.15 eV. As for the orbital gap (alpha / beta): 7.98 / 7.86 eV. The structure (SMILES) is [H]/N=N/N=C.

# 14
This record from the Open Molecules 2025 dataset describes a structure of composition CH3N3O in a non-equilibrium geometry. The level of theory is ωB97M-V/def2-TZVPD.

Last column: Löwdin charge in e.
Cartesian coordinates (Å):
C  1.48  0.01  -0.07  -0.536
N  0.50  -1.05  0.08  0.091
N  0.43  0.97  -0.17  -0.010
N  -0.49  -0.04  0.01  -0.160
O  2.65  0.14  -0.01  0.101
H  0.42  -1.91  -0.34  0.085
H  0.38  1.69  0.91  0.261
H  -1.24  -0.05  -0.84  0.169

As for the HOMO energy: -8.78 eV. As for the orbital gap: 9.42 eV.

# 15
This record from the Open Molecules 2025 dataset describes a cluster of 2 separate species, CH3N3O in total in a non-equilibrium geometry. The level of theory is ωB97M-V/def2-TZVPD.

Last column: Löwdin charge in e.
Cartesian coordinates (Å):
C  3.06  0.15  0.06  -0.458
N  -0.98  0.12  0.76  -0.024
N  2.26  1.02  0.08  0.189
N  -0.38  0.32  -0.28  -0.062
O  3.89  -0.64  0.15  0.147
H  -1.19  -0.97  0.90  0.098
H  1.43  1.34  -0.41  0.056
H  -0.21  -0.60  -0.70  0.055

As for the HOMO energy: -10.16 eV. As for the orbital gap: 10.64 eV. The structure (SMILES) is [H]/N=N\[H].N=C=O.

# 16
This record from the Open Molecules 2025 dataset describes an isolated molecule of CH3N3O in a non-equilibrium geometry. The level of theory is ωB97M-V/def2-TZVPD.

Last column: Löwdin charge in e.
Cartesian coordinates (Å):
C  1.05  -0.86  -0.12  -0.029
N  -0.04  -1.18  0.33  -0.049
N  -1.19  -0.78  -0.03  -0.040
N  -0.52  1.43  0.28  0.054
O  -1.39  0.47  -0.14  -0.167
H  1.97  -1.08  0.44  0.082
H  1.17  -0.30  -1.08  0.098
H  -1.05  2.32  0.32  0.051

As for the HOMO energy (alpha / beta): -8.37 / -9.34 eV. As for the orbital gap (alpha / beta): 7.97 / 9.10 eV.

# 17
This record from the Open Molecules 2025 dataset describes a cluster of 2 separate species, CH3N3O in total in a non-equilibrium geometry. The level of theory is ωB97M-V/def2-TZVPD.

Last column: Löwdin charge in e.
Cartesian coordinates (Å):
C  1.92  0.20  -0.12  -0.551
N  -1.84  1.07  -0.23  0.039
N  -0.81  1.56  -0.08  0.140
N  0.68  -0.12  -0.36  0.098
O  2.48  1.27  -0.17  -0.009
H  2.54  -0.72  0.09  0.127
H  -2.78  1.46  -0.20  0.103
H  0.30  -1.02  -0.09  0.053

As for the HOMO energy (alpha / beta): -8.69 / -9.19 eV. As for the orbital gap (alpha / beta): 7.26 / 8.67 eV.

# 18
This record from the Open Molecules 2025 dataset describes an isolated molecule of CH3N3O in a non-equilibrium geometry. The level of theory is ωB97M-V/def2-TZVPD.

Last column: Löwdin spin population.
Cartesian coordinates (Å):
C  -0.80  0.32  0.35  0.004
N  -0.03  0.67  -0.71  0.454
N  -1.88  0.95  0.56  0.281
N  2.04  0.35  -2.09  0.988
O  1.12  0.15  -0.70  0.235
H  -0.43  -0.53  0.96  -0.005
H  -2.44  0.60  1.33  0.009
H  2.88  -0.12  -1.76  0.034

As for the HOMO energy (alpha / beta): -8.76 / -10.00 eV. Its spin multiplicity is 3. As for the orbital gap (alpha / beta): 8.73 / 8.04 eV.

# 19
This record from the Open Molecules 2025 dataset describes an isolated molecule of CH3N3O2 in a non-equilibrium geometry. The level of theory is ωB97M-V/def2-TZVPD.

Last column: Löwdin charge in e.
Cartesian coordinates (Å):
C  -0.46  -1.40  0.63  -0.565
N  0.43  -0.08  -1.50  0.164
N  -0.64  -0.12  0.96  0.178
N  0.47  -1.50  -0.48  -0.166
O  -0.90  -2.40  1.12  0.123
O  1.10  -2.47  -0.81  0.066
H  1.08  -0.34  -2.24  0.004
H  -0.31  0.57  0.30  0.072
H  -1.31  0.12  1.67  0.124

As for the HOMO energy (alpha / beta): -10.56 / -9.42 eV. As for the orbital gap (alpha / beta): 9.95 / 7.96 eV. The structure (SMILES) is [H]/N=[N+](\[O-])C(N)=O.

# 20
This record from the Open Molecules 2025 dataset describes an isolated molecule of CH3N3O2 in a non-equilibrium geometry. The level of theory is ωB97M-V/def2-TZVPD.

Last column: Löwdin charge in e.
Cartesian coordinates (Å):
N  -0.52  1.20  -0.41  0.119
C  0.02  0.20  0.15  -0.616
N  0.23  -0.05  1.48  0.141
N  -0.39  -0.82  -1.93  0.043
O  0.17  -1.42  -2.75  0.109
O  0.31  -0.89  -0.60  -0.039
H  -0.86  1.91  0.24  0.047
H  0.80  -0.85  1.71  0.096
H  0.25  0.73  2.11  0.100

As for the HOMO energy: -9.61 eV. As for the orbital gap: 9.38 eV. The structure (SMILES) is [H]/N=C(\N)ON=O.